The following is a quantum chemistry calculation of the molecule C9H10O3 at a distorted geometry, from the OMol25 dataset.

```
22
Properties=species:S:1:pos:R:3
C -1.8468 2.8721 0.6995
C -0.7444 2.2212 1.2607
C -2.0280 2.2329 -0.5064
C -0.4056 1.1555 0.4174
C -0.3143 -2.3998 1.1011
C 0.5878 -2.3035 -0.2920
C 0.5137 0.1661 0.4871
C 0.6310 -0.7742 -0.6768
C 1.9250 -0.4591 -1.4029
O -0.4622 -3.5479 1.4497
O -1.2467 1.1893 -0.6544
O -0.7482 -1.3196 1.6113
H -2.4224 3.6225 1.2386
H -0.2846 2.5552 2.2336
H -2.7569 2.2483 -1.1801
H 1.4988 -2.9420 0.0654
H -0.0390 -2.8422 -0.9571
H 1.2597 0.0850 1.2980
H -0.0789 -0.5491 -1.4541
H 2.7722 -0.6305 -0.6872
H 2.1609 0.5617 -1.7193
H 2.0290 -1.1421 -2.3322
```

The LUMO energy (alpha / beta) is -1.621 / -1.622 eV. As for the multiplicity: 1. For the strongest force on any atom, the calculation gives 4.07 eV/Å. Its total energy is -15634.1045 eV. As for the HOMO-LUMO gap (alpha / beta): 6.623 / 6.622 eV.

---

The following is a quantum chemistry calculation of the molecule C9H10O3S at a distorted geometry, from the OMol25 dataset.

```
23
Properties=species:S:1:pos:R:3
C -3.2689 0.0648 -0.8131
C -2.1020 -0.0733 -1.6395
C -3.0624 0.3031 0.5363
C -0.8668 0.1389 -1.1244
C -1.7695 0.5065 1.0197
C -0.6595 0.4142 0.2237
C 1.5903 -0.9681 0.7023
C 0.7096 0.5664 0.7992
C 2.0293 -2.2288 -0.2748
O 2.1164 0.9920 -1.4988
O 3.2046 1.7636 0.6807
O 3.1908 -2.3138 -0.3996
S 1.8393 1.7528 -0.3008
H -4.2403 -0.1218 -1.2002
H -2.3829 -0.0672 -2.6864
H -3.8207 0.3318 1.2292
H -0.0535 0.0255 -1.7336
H -1.6880 0.5723 2.0557
H 1.0143 -1.6040 1.5187
H 2.4986 -0.7339 1.2282
H 0.6570 0.8566 1.8312
H 1.3070 -2.8421 -0.7822
H 3.7573 2.6647 0.6285
```

The LUMO energy is 0.340 eV. As for the multiplicity: 1. For the strongest force on any atom, the calculation gives 4.80 eV/Å. Its total energy is -26469.2767 eV. As for the HOMO-LUMO gap: 9.236 eV.

---

The following is a quantum chemistry calculation of the molecule C9H10O3S at a distorted geometry, from the OMol25 dataset.

```
23
Properties=species:S:1:pos:R:3
C 4.0411 -0.2983 0.6056
C 3.1775 -0.4869 -0.3977
C 1.8601 -1.0835 -0.1294
O 1.3681 -2.0292 -1.0016
S 0.7210 0.5221 -0.6374
O 1.4034 1.7185 -0.2170
O 0.5940 0.2884 -2.0928
C -0.9252 0.4567 -0.0080
C -1.8641 -0.2147 -0.7430
C -3.2512 -0.2944 -0.4121
C -3.6964 0.3690 0.6971
C -2.7160 1.0197 1.4282
C -1.3662 1.1125 1.1425
H 4.8850 0.3065 0.3459
H 3.6810 -0.7558 1.5572
H 3.2933 -0.0845 -1.5015
H 1.6985 -1.4256 1.0169
H 1.1211 -1.5490 -1.8476
H -1.5229 -0.6044 -1.6990
H -3.9229 -0.5868 -1.1735
H -4.7804 0.4005 1.0421
H -3.1325 1.6199 2.3030
H -0.6660 1.5993 1.7220
```

The LUMO energy is 0.160 eV. As for the multiplicity: 1. For the strongest force on any atom, the calculation gives 3.68 eV/Å. Its total energy is -26469.9346 eV. As for the structure (SMILES): C=C[C@H](O)S(=O)(=O)c1ccccc1. As for the HOMO-LUMO gap: 9.818 eV.

---

The following is a quantum chemistry calculation of the molecule C9H10O4 at a distorted geometry, from the OMol25 dataset.

```
23
Properties=species:S:1:pos:R:3
O 2.6717 0.7788 0.2103
C 1.5004 0.7274 -0.0424
C 0.7065 1.9902 -0.4882
C -0.5926 2.0593 0.3262
C -1.2765 0.8439 -0.0364
O -2.0432 0.8089 -0.9545
C -0.8497 -0.3416 0.6946
O -0.6549 -0.2100 2.0765
C -1.5844 -1.5342 0.0638
C -0.8577 -2.0636 -0.9082
C 0.4473 -1.3377 -1.1746
C 0.6761 -0.5361 0.1757
O 1.3399 -1.4435 1.0176
H 1.3680 2.8106 -0.3322
H 0.3240 1.9154 -1.5487
H -1.0153 2.9743 -0.1852
H -0.4266 2.1582 1.4145
H 0.1110 -0.7365 2.2783
H -2.4957 -1.9314 0.4795
H -1.0584 -2.9537 -1.5457
H 1.1544 -2.1318 -1.1621
H 0.5216 -0.7689 -1.9786
H 2.0343 -1.0782 1.6196
```

The LUMO energy is 0.431 eV. As for the multiplicity: 1. For the strongest force on any atom, the calculation gives 5.68 eV/Å. Its total energy is -17683.0320 eV. As for the structure (SMILES): O=C1CCC(=O)[C@@]2(O)C=CC[C@@]12O. As for the HOMO-LUMO gap: 10.194 eV.

---

The following is a quantum chemistry calculation of C9H11AsAuCl3O as an isolated structure at a distorted geometry, from the OMol25 dataset.

```
26
Properties=species:S:1:pos:R:3
Au -10.8947 3.0845 -3.2488
Cl -17.3031 7.0432 -4.4107
C -16.1294 6.0861 -3.6743
C -14.8506 5.8043 -4.1720
C -14.0679 4.9488 -3.5008
Cl -12.4867 4.6730 -4.2536
C -14.4239 4.1917 -2.3302
O -13.7147 3.3189 -1.7591
C -15.7664 4.4510 -1.8876
Cl -16.4651 3.5605 -0.6603
C -16.5415 5.4533 -2.4844
H -14.4434 6.3818 -4.9917
H -17.4881 5.7625 -2.0182
C -8.9773 0.1847 -3.9032
As -9.7825 1.1982 -2.4254
C -11.3553 0.3361 -1.6766
C -8.4344 1.0622 -0.9178
H -9.4247 -0.8162 -3.8244
H -7.8522 0.1556 -3.6912
H -9.2025 0.6835 -4.8217
H -10.9003 -0.2786 -0.9225
H -11.7526 -0.1731 -2.5335
H -12.0121 1.1244 -1.3503
H -7.9945 0.0312 -0.8764
H -9.0858 1.1674 -0.0218
H -7.6642 1.8365 -0.9659
```

The LUMO energy is -0.189 eV. As for the multiplicity: 1. For the strongest force on any atom, the calculation gives 3.06 eV/Å. Its total energy is -113655.2083 eV. As for the HOMO-LUMO gap: 6.346 eV.

---

The following is a quantum chemistry calculation of the molecule C9H11BN2O2 at a distorted geometry, from the OMol25 dataset.

```
25
Properties=species:S:1:pos:R:3
C 3.0266 -1.6918 0.1668
N 1.7862 -0.9195 0.0419
B 1.8627 0.4766 -0.1030
O 2.8913 1.2896 0.1109
N 0.2624 1.2243 -0.2526
C 0.2131 2.7189 -0.3461
C -0.8494 0.4880 -0.0316
C -2.1452 1.0108 -0.0167
C -3.2528 0.2307 0.0857
C -3.1540 -1.2027 0.1093
C -1.8674 -1.7285 0.0672
C -0.7249 -0.9057 0.0567
C 0.5689 -1.6315 -0.1597
O 0.5428 -2.8469 -0.3855
H 2.9038 -2.3238 1.1630
H 2.8790 -2.2816 -0.7878
H 3.9228 -0.9951 0.1094
H 2.6650 2.2076 0.2170
H 0.8163 3.1254 0.4761
H 0.5384 2.7554 -1.4164
H -0.7997 2.9103 -0.0234
H -2.2795 2.0343 0.1435
H -4.1492 0.8108 0.2652
H -3.9290 -1.9196 0.2565
H -1.7282 -2.8362 0.2539
```

The LUMO energy is 0.285 eV. As for the multiplicity: 1. For the strongest force on any atom, the calculation gives 5.98 eV/Å. Its total energy is -17264.5277 eV. As for the structure (SMILES): CN1B(O)N(C)c2ccccc2C1=O. As for the HOMO-LUMO gap: 7.951 eV.